ORCA calculation (ωB97M-V with the def2-TZVPD basis set) on a 2-piece molecular cluster, C10H16N2S overall.

- Total charge: 0
- Frontier orbital gap (spin up / spin down): 0.2821 / 0.2822 Eh
- E_HOMO (spin up / spin down): -7.15 / -7.16 eV
- Energy above the lowest of the compared OMol25 structures with the same formula, charge and spin: 138.9 kcal per mole

Last columns: bonded neighbours and bond lengths (Å).
Positions of all 29 atoms, in Å:
1 C 0.38 -1.73 0.90  C10 1.433, N11 1.162
2 C -3.55 0.38 -0.64  C3 1.504, C6 1.522, H14 1.068, H15 1.057
3 C -3.76 -0.76 0.33  C2 1.504, C7 1.443, H16 1.087, H17 1.130
4 C 3.00 -0.73 0.02  C5 1.498, C8 1.497, H18 1.176, H19 1.072
5 C 4.03 -0.12 -0.89  C4 1.498, C8 1.622, H20 1.093, H21 1.080
6 C -2.06 0.68 -0.60  C2 1.522, N12 1.442, H22 1.135, H23 1.110
7 C -2.44 -1.27 0.57  C3 1.443, N12 1.312, H25 1.115
8 C 2.46 0.30 -0.93  C4 1.497, C5 1.622, S13 1.815, H24 1.120
9 C 1.41 1.88 1.17  S13 1.830, H26 1.105, H27 1.076, H28 1.088
10 C -0.16 -0.59 0.22  C1 1.433, N12 1.363, H29 1.127
11 N 0.98 -2.71 1.02  C1 1.162
12 N -1.51 -0.47 0.09  C6 1.442, C7 1.312, C10 1.363
13 S 2.51 2.00 -0.29  C8 1.815, C9 1.830
14 H -3.73 0.06 -1.64  C2 1.068
15 H -4.27 1.14 -0.52  C2 1.057
16 H -4.21 -0.27 1.19  C3 1.087
17 H -4.45 -1.57 -0.04  C3 1.130
18 H 2.61 -1.76 -0.38  C4 1.176
19 H 3.05 -0.55 1.07  C4 1.072
20 H 4.97 0.40 -0.69  C5 1.093
21 H 4.11 -0.72 -1.77  C5 1.080
22 H -1.70 0.74 -1.67  C6 1.135
23 H -1.79 1.59 -0.04  C6 1.110
24 H 2.29 0.11 -2.02  C8 1.120
25 H -2.14 -1.97 1.38  C7 1.115
26 H 1.41 2.82 1.76  C9 1.105
27 H 1.65 1.07 1.83  C9 1.076
28 H 0.48 1.71 0.64  C9 1.088
29 H 0.43 0.32 -0.07  C10 1.127

Results of the Mulliken charge analysis, in e, for atoms 1 through 2:
1 C -0.163
2 C -0.829

ORCA calculation (ωB97M-V with the def2-TZVPD basis set) on a 2-piece molecular cluster, C10H16N4 overall.

- Total charge: 0
- Frontier orbital gap: 0.3208 Eh
- SMILES: C=C(C)c1ccn[nH]1.CC1=NNCC1
- E_HOMO: -7.88 eV
- Energy above the lowest of the compared OMol25 structures with the same formula, charge and spin: 73.3 kcal per mole

Last columns: bonded neighbours and bond lengths (Å).
Positions of all 30 atoms, in Å:
1 C 1.47 1.94 -1.79  C2 1.445, C3 1.388, H15 1.001
2 C 1.49 1.51 -3.17  C1 1.445, N11 1.376, H16 1.068
3 C 0.40 1.28 -1.20  C1 1.388, C10 1.426, N14 1.380
4 C -0.59 -1.71 1.88  C5 1.584, C6 1.532, H17 1.080, H18 1.086
5 C -1.80 -2.54 1.28  C4 1.584, N12 1.456, H19 1.092, H20 1.106
6 C 0.15 -1.49 0.56  C4 1.532, C7 1.535, N13 1.307
7 C 1.57 -0.93 0.47  C6 1.535, H21 1.112, H22 1.032, H23 1.065
8 C -1.41 1.17 0.39  C10 1.334, H24 1.024, H26 1.062
9 C 0.55 2.25 1.15  C10 1.486, H27 1.042, H28 1.129, H29 1.048
10 C -0.13 1.42 0.12  C3 1.426, C8 1.334, C9 1.486
11 N 0.57 0.50 -3.31  C2 1.376, N14 1.341
12 N -1.70 -2.33 -0.16  C5 1.456, N13 1.392, H25 0.949
13 N -0.50 -1.73 -0.55  C6 1.307, N12 1.392
14 N -0.08 0.39 -2.14  C3 1.380, N11 1.341, H30 1.035
15 H 2.08 2.69 -1.51  C1 1.001
16 H 2.15 1.91 -3.90  C2 1.068
17 H -0.82 -0.75 2.33  C4 1.080
18 H 0.09 -2.24 2.53  C4 1.086
19 H -1.65 -3.61 1.47  C5 1.092
20 H -2.70 -2.38 1.89  C5 1.106
21 H 2.37 -1.69 0.30  C7 1.112
22 H 1.76 -0.41 1.34  C7 1.032
23 H 1.61 -0.23 -0.33  C7 1.065
24 H -2.10 0.95 -0.34  C8 1.024
25 H -2.39 -2.38 -0.81  N12 0.949
26 H -1.89 1.40 1.31  C8 1.062
27 H 0.40 1.97 2.14  C9 1.042
28 H 1.67 2.28 1.08  C9 1.129
29 H 0.16 3.19 0.91  C9 1.048
30 H -0.71 -0.41 -1.94  N14 1.035

Results of the Mulliken charge analysis, in e, for atoms 1 through 2:
1 C -0.475
2 C -0.476

ORCA calculation (ωB97M-V with the def2-TZVPD basis set) on a 2-piece molecular cluster, C10H16N4 overall.

- Total charge: 0
- Frontier orbital gap: 0.3349 Eh
- E_HOMO: -8.58 eV
- Energy above the lowest of the compared OMol25 structures with the same formula, charge and spin: 116.3 kcal per mole

Last columns: bonded neighbours and bond lengths (Å).
Positions of all 30 atoms, in Å:
1 C 0.39 -3.46 0.05  C9 1.459, N11 1.129
2 C -0.39 -2.38 2.06  C9 1.417, N12 1.149
3 C 3.92 -1.19 -1.00  C8 1.458, H15 1.123, H16 1.088, H17 1.030
4 C -1.98 -3.38 0.43  C9 1.515, H18 1.122, H19 1.137, H20 1.125
5 C -1.76 1.01 -0.31  C10 1.608, H21 1.173, H22 1.151, H23 1.094
6 C -0.19 1.59 1.57  C10 1.520, H24 1.142, H25 1.204, H26 1.088
7 C 0.36 2.28 -0.85  C10 1.548, H27 1.180, H28 1.166, H29 1.132
8 C 2.69 -0.70 -0.39  C3 1.458, N13 1.175
9 C -0.66 -2.68 0.70  C1 1.459, C2 1.417, C4 1.515, H30 1.286
10 C -0.22 1.20 0.10  C5 1.608, C6 1.520, C7 1.548, N14 1.477
11 N 1.14 -4.08 -0.53  C1 1.129
12 N -0.16 -2.28 3.18  C2 1.149
13 N 1.56 -0.36 -0.41  C8 1.175, N14 1.255
14 N 0.34 -0.12 -0.26  C10 1.477, N13 1.255
15 H 4.29 -0.46 -1.77  C3 1.123
16 H 4.68 -1.46 -0.27  C3 1.088
17 H 3.49 -1.99 -1.49  C3 1.030
18 H -2.91 -2.77 0.58  C4 1.122
19 H -2.21 -3.53 -0.68  C4 1.137
20 H -2.02 -4.40 0.88  C4 1.125
21 H -1.92 1.07 -1.48  C5 1.173
22 H -1.93 0.02 0.26  C5 1.151
23 H -2.33 1.79 0.19  C5 1.094
24 H -0.38 2.72 1.68  C6 1.142
25 H 0.85 1.24 2.06  C6 1.204
26 H -0.99 1.21 2.20  C6 1.088
27 H 0.03 3.35 -0.49  C7 1.180
28 H 1.50 2.41 -1.05  C7 1.166
29 H -0.05 1.95 -1.85  C7 1.132
30 H -0.48 -1.52 0.18  C9 1.286

Results of the Mulliken charge analysis, in e, for atoms 1 through 2:
1 C -0.165
2 C 0.093

ORCA calculation (ωB97M-V with the def2-TZVPD basis set) on a 2-piece molecular cluster, C10H16O overall.

- Total charge: -1
- Frontier orbital gap (spin up / spin down): 0.1061 / 0.2686 Eh
- E_HOMO (spin up / spin down): 0.90 / -3.66 eV
- Spin multiplicity: 2
- Energy above the lowest of the compared OMol25 structures with the same formula, charge and spin: 32.3 kcal per mole

Last columns: bonded neighbours and bond lengths (Å).
Positions of all 27 atoms, in Å:
1 C -0.43 -0.11 3.24  C2 1.549, C3 1.578, H4 1.139, H5 1.060
2 C 0.03 1.23 2.60  C1 1.549, H6 1.099, H7 1.121, H10 1.095
3 C 0.83 -1.06 3.34  C1 1.578, H8 1.086, H9 1.088, H11 1.095
4 H -0.81 0.18 4.28  C1 1.139
5 H -1.15 -0.67 2.71  C1 1.060
6 H -0.70 1.99 2.92  C2 1.099
7 H -0.25 1.09 1.53  C2 1.121
8 H 1.06 -1.47 2.36  C3 1.086
9 H 1.68 -0.53 3.78  C3 1.088
10 H 1.07 1.58 2.68  C2 1.095
11 H 0.61 -1.83 4.08  C3 1.095
12 C 1.91 1.96 -0.78  C14 1.506, H22 1.094, H23 1.110, H27 1.093
13 C -0.36 1.30 -1.55  C14 1.378, C15 1.437, H20 1.136
14 C 0.96 0.95 -1.38  C12 1.506, C13 1.378, C16 1.420
15 C -1.41 0.33 -1.67  C13 1.437, C17 1.407, H21 1.085
16 C 1.26 -0.44 -1.34  C14 1.420, C18 1.381, H24 1.101
17 C -1.10 -1.04 -1.61  C15 1.407, C18 1.415, O19 1.370
18 C 0.27 -1.39 -1.51  C16 1.381, C17 1.415, H25 1.112
19 O -2.17 -1.87 -1.35  C17 1.370, H26 0.986
20 H -0.70 2.38 -1.68  C13 1.136
21 H -2.41 0.69 -1.48  C15 1.085
22 H 1.37 2.73 -0.23  C12 1.094
23 H 2.58 2.44 -1.53  C12 1.110
24 H 2.32 -0.72 -1.42  C16 1.101
25 H 0.44 -2.43 -1.17  C18 1.112
26 H -2.01 -2.83 -1.50  O19 0.986
27 H 2.58 1.80 0.07  C12 1.093

Results of the Mulliken charge analysis, in e, for atoms 1 through 2:
1 C -0.332
2 C -0.695

ORCA calculation (ωB97M-V with the def2-TZVPD basis set) on a 2-piece molecular cluster, C10H16O overall.

- Total charge: 0
- Frontier orbital gap: 0.3411 Eh
- SMILES: CCc1ccc(O)cc1.CC
- E_HOMO: -8.40 eV
- Energy above the lowest of the compared OMol25 structures with the same formula, charge and spin: 25.5 kcal per mole

Last columns: bonded neighbours and bond lengths (Å).
Positions of all 27 atoms, in Å:
1 C 1.42 0.15 -2.45  C2 1.554, C3 1.525, H10 1.090, H11 1.094
2 C 0.34 0.32 -3.56  C1 1.554, H12 1.076, H18 1.090, H19 1.083
3 C 0.86 0.43 -1.06  C1 1.525, C4 1.398, C5 1.385
4 C 1.44 -0.28 0.00  C3 1.398, C6 1.384, H13 1.084
5 C -0.07 1.41 -0.78  C3 1.385, C7 1.389, H14 1.082
6 C 1.14 0.00 1.32  C4 1.384, C8 1.387, H15 1.083
7 C -0.46 1.61 0.54  C5 1.389, C8 1.380, H16 1.076
8 C 0.16 0.94 1.58  C6 1.387, C7 1.380, O9 1.372
9 O -0.40 1.15 2.82  C8 1.372, H17 0.964
10 H 1.90 -0.82 -2.45  C1 1.090
11 H 2.26 0.83 -2.61  C1 1.094
12 H -0.59 0.68 -3.17  C2 1.076
13 H 2.09 -1.11 -0.23  C4 1.084
14 H -0.41 2.08 -1.56  C5 1.082
15 H 1.59 -0.62 2.09  C6 1.083
16 H -1.23 2.32 0.79  C7 1.076
17 H 0.23 0.85 3.49  O9 0.964
18 H 0.21 -0.68 -3.98  C2 1.090
19 H 0.70 0.96 -4.36  C2 1.083
20 C -2.07 -2.11 0.27  C21 1.538, H22 1.082, H23 1.084, H24 1.089
21 C -1.50 -2.48 1.65  C20 1.538, H25 1.084, H26 1.086, H27 1.080
22 H -3.14 -1.96 0.32  C20 1.082
23 H -1.58 -1.27 -0.20  C20 1.084
24 H -1.87 -2.94 -0.41  C20 1.089
25 H -0.71 -1.82 1.98  C21 1.084
26 H -1.23 -3.53 1.68  C21 1.086
27 H -2.24 -2.40 2.44  C21 1.080

Results of the Mulliken charge analysis, in e, for atoms 1 through 2:
1 C -0.574
2 C -1.131

ORCA calculation (ωB97M-V with the def2-TZVPD basis set) on a 2-piece molecular cluster, C10H16O overall.

- Total charge: 0
- Frontier orbital gap: 0.3478 Eh
- SMILES: Cc1ccc(O)cc1.CCC
- E_HOMO: -8.65 eV
- Energy above the lowest of the compared OMol25 structures with the same formula, charge and spin: 86.3 kcal per mole

Last columns: bonded neighbours and bond lengths (Å).
Positions of all 27 atoms, in Å:
1 C -2.95 0.63 -0.51  C5 1.526, H13 1.064, H14 1.038, H16 1.122
2 C -0.79 -1.95 -2.06  C3 1.442, C4 1.363, H9 1.102
3 C -1.71 -0.85 -1.91  C2 1.442, C5 1.363, H10 1.089
4 C 0.03 -2.39 -1.06  C2 1.363, C6 1.352, O8 1.381
5 C -1.93 -0.50 -0.61  C1 1.526, C3 1.363, C7 1.368
6 C -0.25 -2.10 0.23  C4 1.352, C7 1.385, H12 1.056
7 C -1.17 -1.08 0.37  C5 1.368, C6 1.385, H15 1.015
8 O 0.84 -3.50 -0.94  C4 1.381, H11 1.040
9 H -0.84 -2.41 -3.06  C2 1.102
10 H -2.29 -0.43 -2.73  C3 1.089
11 H 0.89 -4.12 -1.78  O8 1.040
12 H 0.16 -2.53 1.10  C6 1.056
13 H -2.54 1.60 -0.64  C1 1.064
14 H -3.62 0.55 0.28  C1 1.038
15 H -1.45 -0.83 1.32  C7 1.015
16 H -3.89 0.44 -1.09  C1 1.122
17 C 1.41 1.80 0.89  C18 1.548, C19 1.581, H20 1.191, H21 1.050
18 C 2.40 0.62 0.71  C17 1.548, H22 1.075, H26 1.093, H27 1.147
19 C 1.95 2.84 1.95  C17 1.581, H23 1.018, H24 1.031, H25 1.073
20 H 1.32 2.47 -0.10  C17 1.191
21 H 0.40 1.67 1.13  C17 1.050
22 H 2.06 -0.14 0.04  C18 1.075
23 H 1.21 3.49 2.24  C19 1.018
24 H 2.37 2.19 2.62  C19 1.031
25 H 2.54 3.54 1.40  C19 1.073
26 H 3.43 0.95 0.51  C18 1.093
27 H 2.40 0.06 1.71  C18 1.147

Results of the Mulliken charge analysis, in e, for atoms 1 through 2:
1 C -1.512
2 C -0.584